(1)
Below is a 2-piece molecular cluster, CH5NO3P overall at a distorted geometry, with properties calculated with ωB97M-V/def2-TZVPD.

Geometry as XYZ:
```
11
Properties=species:S:1:pos:R:3:forces:R:3:lowdin_charge:R:1
C -1.159705 1.083025 1.323489 -0.9 -1.8 -4.3 -0.310
N 1.111450 -2.475909 -1.447013 -0.3 -0.8 0.3 -0.003
O 1.376121 1.968166 0.483570 1.5 0.2 0.8 -0.597
O 1.013942 -3.666236 -1.177936 -0.4 2.4 -0.1 -0.106
O 0.245237 0.337687 -1.080776 1.6 -3.0 -1.7 -0.468
P 0.061762 1.721546 -0.168703 -1.7 1.2 0.4 0.417
H -2.106482 0.620790 0.779530 1.5 1.3 1.2 0.030
H -0.724306 0.285922 1.849216 0.9 -1.1 1.0 -0.044
H -1.315344 1.927991 1.912489 -0.6 1.4 0.9 -0.051
H 0.366359 -1.798100 -0.983527 0.6 -1.5 -0.2 0.069
H 1.130966 -0.004883 -1.490340 -2.1 1.7 1.6 0.064
```
Forces are in eV/Å.

The gap between HOMO and LUMO comes out at 0.177 Eh. Its charge is -1. For the highest occupied orbital energy, the calculation gives -2.2889 eV. The molar mass is 110.0 g/mol.

(2)
Below is C4H6O2 as an isolated structure, with properties calculated with ωB97M-V/def2-TZVPD.

Geometry as XYZ:
```
12
Properties=species:S:1:pos:R:3:forces:R:3:lowdin_charge:R:1
O -1.516128 -0.848764 -1.432441 -0.3 0.7 0.3 0.026
C -0.362755 -0.359867 -0.882857 0.2 0.2 0.1 -0.215
C 0.183974 1.110088 -0.000998 -0.3 0.1 -0.5 -0.028
C 1.052619 0.122540 0.799245 0.0 -0.1 0.1 -0.091
C -0.141456 -0.736597 0.513519 0.0 -0.5 0.3 -0.467
O -1.052853 -1.089724 1.242357 0.6 -0.4 -0.1 0.072
H -1.976583 -1.315506 -0.706635 0.0 0.4 -0.1 0.107
H 0.443666 -0.418463 -1.614713 0.1 -0.1 0.3 0.149
H 0.672136 1.793910 -0.692979 0.0 -0.2 0.0 0.096
H -0.497453 1.637807 0.678444 -0.2 -0.4 -0.5 0.115
H 1.249248 0.275720 1.855939 0.0 0.3 -0.1 0.118
H 1.945585 -0.171145 0.241119 -0.2 0.0 0.2 0.118
```
Forces are in eV/Å.

The gap between HOMO and LUMO comes out at 0.391 Eh. Its charge is 0. For the highest occupied orbital energy, the calculation gives -9.7536 eV. The molar mass is 86.1 g/mol.

(3)
Below is a 3-piece molecular cluster, C4H13NO3 overall at a distorted geometry, with properties calculated with ωB97M-V/def2-TZVPD.

Geometry as XYZ:
```
21
Properties=species:S:1:pos:R:3:forces:R:3:lowdin_charge:R:1
C 0.400522 -2.151106 1.683269 1.0 -1.0 -0.1 -0.109
C 0.255607 -0.769768 1.040564 0.3 -0.2 0.8 -0.227
C -1.155196 -0.178832 1.224651 0.8 0.8 0.0 -0.123
C -1.279570 0.945295 0.225910 -1.2 0.2 -0.4 -0.555
N -2.151349 0.717531 -0.802114 0.1 -0.5 0.4 0.173
O -0.674700 1.990702 0.355686 0.2 0.1 0.0 0.038
H -0.542615 -2.628682 1.951421 0.0 0.2 0.2 0.066
H 1.099695 -2.140092 2.524590 -0.7 0.4 0.6 0.068
H 0.962543 -2.902609 1.118762 -0.4 0.2 -0.8 0.068
H 0.977804 -0.151414 1.568574 -0.1 0.4 -0.2 0.108
H 0.552379 -0.722278 -0.005261 -0.1 -0.3 -0.1 0.104
H -1.912711 -0.960060 1.170442 -0.1 0.2 -0.2 0.109
H -1.240460 0.383594 2.159250 0.0 -0.6 0.3 0.129
H -2.783553 -0.049414 -0.657202 -0.1 0.0 -0.4 0.094
H -2.417474 1.437305 -1.450260 0.1 0.2 0.1 0.109
H 3.007016 -0.463521 -2.312459 0.1 0.2 0.1 0.026
H 1.532175 -0.314817 -2.699754 0.1 0.1 0.0 0.022
O 2.301012 -0.886277 -2.799216 -0.3 -0.3 -0.2 -0.060
H 1.730018 3.271787 -1.371362 0.1 0.0 0.0 0.030
H 0.271424 2.906687 -1.213412 0.1 -0.4 0.1 0.004
O 1.067434 2.665968 -1.712079 -0.1 0.2 -0.1 -0.075
```
Forces are in eV/Å.

As for the SMILES: CCCC(N)=O.O.O. The gap between HOMO and LUMO comes out at 0.400 Eh. Its charge is 0. For the highest occupied orbital energy, the calculation gives -10.1595 eV. The molar mass is 123.2 g/mol.

(4)
Below is a 3-piece molecular cluster, CH7NO2 overall, with properties calculated with ωB97M-V/def2-TZVPD.

Geometry as XYZ:
```
11
Properties=species:S:1:pos:R:3:forces:R:3:lowdin_charge:R:1
C 0.112835 0.666741 -1.507799 0.0 0.1 -0.1 -0.092
N 1.235188 0.196110 -1.163051 -0.1 0.0 0.0 0.014
H -0.803222 0.161300 -1.215225 0.0 0.0 0.1 0.060
H 0.003606 1.590883 -2.078192 0.0 0.0 -0.1 0.074
H 1.997408 0.779278 -1.502344 0.1 0.0 0.1 0.056
H 0.758155 -2.189413 1.166925 0.0 -0.1 0.0 0.046
H 0.881958 -0.892056 0.334824 0.2 0.1 -0.3 -0.020
O 0.449817 -1.283207 1.111549 -0.1 0.0 0.3 -0.077
H -1.061174 -0.159905 1.253071 0.1 -0.2 0.1 -0.018
H -1.410794 1.240146 1.756401 -0.1 -0.1 -0.1 0.036
O -1.705000 0.554441 1.147124 -0.1 0.3 0.0 -0.080
```
Forces are in eV/Å.

As for the SMILES: C=N.O.O. The gap between HOMO and LUMO comes out at 0.429 Eh. Its charge is 0. For the highest occupied orbital energy, the calculation gives -10.6933 eV. The molar mass is 65.1 g/mol.

(5)
Below is a 3-piece molecular cluster, C23H56N2O11P3 overall at a distorted geometry, with properties calculated with ωB97M-V/def2-TZVPD.

Geometry as XYZ:
```
95
Properties=species:S:1:pos:R:3:forces:R:3:lowdin_charge:R:1
C -3.911249 -1.344429 2.968876 -0.4 -0.4 0.1 -0.095
O -3.335685 -1.855550 1.768369 0.0 0.6 0.2 -0.200
C -2.391491 -0.945877 1.207295 0.1 0.5 0.0 -0.219
C -3.083102 0.258751 0.520465 0.6 -1.1 -0.3 -0.157
C -3.765689 -0.274968 -0.769489 -0.2 1.1 -0.3 -0.187
C -5.145163 0.389036 -1.005104 0.5 -0.1 0.2 -0.150
C -6.179186 -0.022560 0.074895 1.0 0.6 0.3 -0.111
N -7.466996 -0.572609 -0.456993 -0.4 0.2 -0.2 -0.084
C -7.334039 -1.657522 -1.464983 0.8 -1.7 -1.0 -0.113
C -6.501723 -2.837785 -0.915433 -1.7 0.1 0.9 -0.120
C -7.343413 -3.460977 0.258669 1.2 0.3 0.2 -0.142
C -7.923666 -2.397075 1.258858 0.1 -0.7 -0.5 -0.143
C -8.395612 -1.086144 0.605151 -1.3 0.1 0.4 -0.285
P -8.874424 0.238273 1.860743 1.1 0.7 2.2 0.552
N -7.950074 0.301814 3.096700 -0.1 -0.4 -0.9 -0.120
O -10.420133 -0.062190 2.277548 1.1 -0.1 -1.6 -0.117
O -8.815212 1.714759 1.144059 -0.6 -1.7 -0.7 -0.138
H -3.482889 -1.812105 3.866955 0.1 0.1 -0.3 0.098
H -4.982407 -1.611530 2.944003 0.3 0.2 0.1 0.066
H -3.810974 -0.255271 3.062813 -0.1 -0.2 -0.1 0.091
H -1.662168 -0.597994 1.957868 -0.2 -0.2 -0.1 0.130
H -1.845026 -1.497730 0.429500 -0.1 0.1 0.3 0.130
H -3.767818 0.790063 1.194779 0.1 -0.2 -0.1 0.104
H -2.279601 0.953558 0.240490 -0.3 0.0 0.1 0.122
H -3.136582 0.041071 -1.615627 -0.1 -0.3 0.2 0.120
H -3.811753 -1.370013 -0.782339 -0.1 0.2 0.1 0.098
H -5.475201 0.240632 -2.041859 -0.1 -0.1 0.3 0.110
H -4.967097 1.470142 -0.904635 -0.2 -0.3 -0.1 0.123
H -6.390458 0.875414 0.670786 -0.5 -0.4 -0.1 0.125
H -5.755529 -0.742107 0.789868 -0.1 0.0 -0.4 0.118
H -7.953530 0.202676 -0.914043 0.2 0.0 0.0 0.178
H -8.327792 -2.079081 -1.676440 0.1 0.5 0.2 0.141
H -6.946091 -1.323529 -2.432883 0.1 0.5 0.5 0.133
H -5.528606 -2.530597 -0.523975 -0.1 -0.1 -0.4 0.096
H -6.430186 -3.594742 -1.702232 0.4 0.3 0.1 0.130
H -8.097571 -4.169767 -0.101089 0.0 0.4 -0.1 0.117
H -6.616344 -4.053540 0.834101 -0.5 0.0 0.0 0.120
H -8.817180 -2.853174 1.708283 0.3 0.3 0.2 0.132
H -7.187203 -2.265079 2.058490 -0.2 0.4 -0.2 0.095
H -9.340755 -1.322315 0.080423 0.4 0.0 -0.2 0.133
H -7.206549 -0.384707 3.009226 0.0 0.2 0.5 -0.034
H -10.820577 -0.556915 1.543439 -0.6 0.2 0.4 0.074
H -9.304983 1.718578 0.303930 -0.2 0.5 0.3 0.079
O 1.439795 0.968429 2.951447 -0.4 3.5 0.8 -0.239
P 2.859917 1.424529 3.102320 3.8 -6.5 -1.5 0.591
O 3.510843 1.071368 1.643588 -0.3 0.7 0.5 -0.207
C 3.159883 1.880328 0.521602 0.1 0.2 -0.2 -0.286
C 3.802397 3.254932 0.581478 -0.1 0.1 0.1 -0.081
O 3.472712 0.162505 3.958146 -0.2 0.7 0.4 -0.217
C 2.616092 -0.722402 4.677396 -0.1 -0.3 -0.1 -0.302
C 2.287828 -1.950738 3.851091 0.1 -0.2 -0.1 -0.075
O 4.183322 2.329934 3.554309 -3.0 1.6 -0.1 -0.196
C 3.992547 3.292423 4.613431 0.1 0.2 0.4 -0.272
C 3.658492 2.635797 5.939745 -0.1 -0.2 -0.1 -0.078
H 2.070494 1.965578 0.450883 0.0 -0.1 0.0 0.106
H 3.509433 1.352332 -0.366498 0.0 -0.1 0.1 0.110
H 3.390284 3.845231 1.404650 0.0 0.0 -0.1 0.066
H 3.628144 3.802062 -0.346329 0.0 0.0 0.0 0.083
H 4.875853 3.172324 0.748574 0.0 0.0 0.0 0.073
H 1.710635 -0.208986 5.003199 0.0 0.0 -0.1 0.099
H 3.151003 -1.021055 5.581521 0.1 0.1 -0.1 0.117
H 1.942528 -1.688668 2.851179 -0.1 0.2 0.1 0.070
H 1.521693 -2.552747 4.344264 0.0 0.0 0.0 0.075
H 3.178448 -2.569611 3.727449 0.0 0.0 0.0 0.077
H 3.208105 3.996745 4.324135 0.1 0.1 0.0 0.113
H 4.923196 3.851884 4.700815 0.0 -0.1 -0.2 0.122
H 2.674305 2.158190 5.907331 0.0 0.0 0.0 0.071
H 3.645129 3.375961 6.740315 0.0 0.0 0.0 0.083
H 4.386156 1.861963 6.182356 0.0 0.1 0.0 0.088
O 8.550099 0.064837 -3.455273 0.3 -2.6 -2.5 -0.217
P 7.318574 0.225661 -4.290454 -3.1 5.9 3.5 0.592
O 7.441740 1.764567 -4.829343 0.0 -0.9 -0.3 -0.207
C 8.409145 2.061186 -5.836705 0.2 0.1 -0.3 -0.284
C 8.005895 1.516815 -7.196326 0.0 -0.1 0.0 -0.083
O 6.199335 0.440624 -3.104787 0.0 -0.7 -0.4 -0.222
C 6.467945 0.033903 -1.762890 0.2 0.2 0.2 -0.298
C 6.994338 1.191898 -0.939251 -0.1 0.2 0.1 -0.063
O 6.073486 -0.120101 -5.348260 2.7 -1.9 -0.3 -0.203
C 5.844528 -1.509885 -5.655959 -0.3 -0.3 0.0 -0.277
C 5.391487 -2.305412 -4.445241 0.1 0.1 0.2 -0.080
H 9.387236 1.672280 -5.538413 0.0 0.0 0.0 0.112
H 8.486161 3.147239 -5.886492 -0.1 0.0 0.2 0.118
H 8.022957 0.423565 -7.202331 0.0 0.0 -0.1 0.064
H 8.690568 1.868677 -7.969378 0.0 0.0 0.0 0.079
H 6.992345 1.826257 -7.451474 0.0 0.1 0.0 0.082
H 7.156081 -0.811611 -1.742240 0.1 0.1 -0.1 0.102
H 5.523662 -0.318669 -1.339933 -0.1 0.0 -0.1 0.110
H 7.817304 1.707385 -1.432926 0.1 -0.2 -0.1 0.078
H 7.332230 0.844841 0.038923 0.0 0.0 0.0 0.084
H 6.206618 1.932042 -0.782859 0.0 0.0 0.0 0.056
H 6.755393 -1.940801 -6.080042 -0.1 0.0 -0.1 0.114
H 5.075033 -1.538566 -6.427170 0.1 0.2 0.0 0.119
H 6.189826 -2.381963 -3.701498 0.0 0.0 0.0 0.072
H 5.107494 -3.317367 -4.736779 0.0 0.0 0.0 0.081
H 4.543013 -1.822597 -3.960754 0.0 0.0 -0.1 0.084
```
Forces are in eV/Å.

The gap between HOMO and LUMO comes out at 0.287 Eh. Its charge is +1. For the highest occupied orbital energy, the calculation gives -11.2422 eV. The molar mass is 629.6 g/mol.

(6)
Below is C17H41AgN2O6 as an isolated structure at a distorted geometry, with properties calculated with ωB97M-V/def2-TZVPD.

Geometry as XYZ:
```
67
Properties=species:S:1:pos:R:3:forces:R:3:lowdin_charge:R:1
Ag 1.333010 0.085635 -2.219808 0.3 -0.4 -0.2 0.918
C -0.312300 2.704094 3.193096 -2.0 -1.7 -1.3 -0.038
C -1.060219 1.515286 3.950458 2.3 1.6 1.2 -0.440
C -2.078415 2.253154 4.883757 0.6 -1.0 -0.2 -0.147
C -2.833697 1.200145 5.642273 0.0 0.7 0.4 -0.215
C -3.671962 0.510154 4.643573 -0.6 -3.6 -0.5 -0.139
C -2.880856 -0.380478 3.532040 0.0 2.4 0.3 -0.440
N -1.768053 0.541542 3.060540 2.5 -2.0 -4.2 -0.029
O -1.049497 0.015003 1.887046 -2.6 2.4 4.8 -0.101
C -3.907667 -0.698612 2.402212 1.4 -0.1 0.8 -0.032
C -2.238114 -1.645351 4.136430 -0.3 0.7 -0.2 -0.019
C 0.102790 0.900608 4.841515 -0.9 -0.8 -0.1 -0.032
H -1.096430 3.096506 2.545610 -0.1 0.6 0.0 0.072
H 0.383836 2.310712 2.452322 0.6 0.1 0.5 0.067
H 0.036551 3.481947 3.872331 0.2 -0.4 -0.1 0.088
H -2.726182 2.805843 4.203302 -0.2 0.3 0.4 0.123
H -1.584086 2.896696 5.611495 0.4 0.3 -0.5 0.124
H -3.419556 1.569224 6.484092 -0.3 0.4 -0.2 0.122
H -2.143045 0.531597 6.156222 0.1 -0.2 -0.3 0.106
H -4.494950 1.080270 4.212573 0.5 0.5 -0.3 0.122
H -4.209089 -0.268826 5.184667 -0.3 -0.3 0.1 0.113
H -3.443136 -1.420940 1.730980 -0.2 0.1 -0.2 0.074
H -4.206839 0.195701 1.855577 0.0 -0.1 0.1 0.085
H -4.755677 -1.164160 2.904437 -0.1 0.0 -0.2 0.084
H -1.579304 -2.202138 3.470061 -0.3 0.2 -0.5 0.084
H -3.077070 -2.280440 4.420871 0.3 -0.2 0.5 0.090
H -1.557449 -1.337800 4.930280 -0.5 -0.3 0.5 0.062
H 0.500456 1.602022 5.574989 0.0 0.6 -0.5 0.086
H 0.905267 0.496423 4.224461 0.0 0.2 -0.1 0.082
H -0.220502 0.100634 5.507561 -0.2 -0.3 -0.3 0.050
C 1.164862 -5.700803 -2.742004 -2.1 -0.8 0.3 -0.061
C 0.833481 -4.224398 -3.099495 1.7 -0.6 0.5 -0.412
C -0.601372 -3.853883 -3.365300 -0.4 -0.3 -0.7 -0.203
O -0.774123 -2.446069 -3.419463 1.2 0.8 0.3 -0.211
C -1.950376 -2.023434 -4.044683 -2.2 -2.1 0.7 -0.124
N 1.417475 -3.427930 -2.007012 0.3 0.8 -0.3 0.026
H 2.186776 -6.002063 -2.511719 0.2 0.8 -0.4 0.080
H 0.759977 -6.481609 -3.385825 0.1 0.3 -0.7 0.077
H 0.603561 -5.945912 -1.840352 0.0 0.2 0.5 0.076
H 1.395478 -4.027033 -4.012345 0.1 0.5 0.0 0.134
H -1.313503 -4.299001 -2.670432 0.0 0.0 0.3 0.136
H -0.809095 -4.273055 -4.349809 -0.4 -0.1 -0.2 0.131
H -2.773215 -2.607778 -3.632886 -0.4 -0.5 0.7 0.078
H -2.085522 -2.415367 -5.052761 0.8 1.0 -0.7 0.095
H -2.358907 -1.051873 -3.766669 1.2 0.5 -0.6 0.096
H 2.283812 -3.908688 -1.810947 0.4 0.4 0.2 0.063
H 0.878788 -3.545457 -1.160783 -0.4 -0.1 0.1 0.075
C 5.537439 0.564656 -3.684411 -0.7 -2.1 0.4 -0.219
C 5.786191 -0.066900 -2.332703 -0.3 0.8 0.0 -0.253
O 4.870886 0.430985 -1.349956 0.4 -0.1 -0.1 -0.081
O 4.225557 0.192961 -4.130204 -0.5 0.3 0.1 -0.095
H 6.196169 -0.044178 -4.303683 0.7 1.0 -0.4 0.126
H 5.656883 1.648008 -3.670855 0.3 -0.1 -0.2 0.129
H 6.812997 0.201276 -2.084025 0.2 0.0 0.3 0.122
H 5.685544 -1.151970 -2.308318 0.1 -0.1 -0.7 0.123
H 5.256108 0.024805 -0.570064 -0.5 0.3 0.7 0.082
H 4.309899 -0.092251 -5.042971 -0.2 0.1 0.0 0.082
C -0.464599 4.356728 -3.465414 0.7 1.7 0.9 -0.264
C 0.725391 5.169569 -2.913114 -0.1 -0.6 -1.2 -0.246
O 1.635466 4.243659 -2.344049 -0.2 0.0 0.6 -0.073
O 0.000720 3.270482 -4.205772 -0.3 -0.8 -0.3 -0.060
H -1.003522 5.059537 -4.100813 -0.4 -0.1 0.1 0.120
H -1.093195 4.091023 -2.615483 -0.1 -0.6 -0.2 0.118
H 0.387206 5.986281 -2.275371 0.0 -0.2 0.4 0.119
H 1.179318 5.625044 -3.793230 0.3 0.2 -0.1 0.112
H 2.459336 4.676949 -2.109334 0.0 0.2 0.0 0.088
H 0.030291 3.553241 -5.122708 0.1 -0.2 -0.1 0.094
```
Forces are in eV/Å.

The gap between HOMO and LUMO (spin up / spin down) comes out at 0.223 / 0.257 Eh. Its charge is +1. The multiplicity is 2. For the highest occupied orbital energy (spin up / spin down), the calculation gives -10.6622 / -11.5843 eV. As for the expectation value of S²: 0.76. The molar mass is 477.4 g/mol.

charge of number 4 (CH7NO2)?
0

Look up the charge of the fourth one.
0

Which value of charge does entry 2 give?
0

Number 6 is which compound?
C17H41AgN2O6